[1]
Molecular formula: C24H21Cl3F3N6O2Ru
Method: DFT, wB97M-V/def2-TZVPD

Summary:
HOMO-LUMO gap (spin up / spin down) = 8.1 / 6.3 eV
HOMO level (spin up / spin down) = -13.4 / -13.7 eV
<S²> = 0.78
Strongest force on any atom = 0.99 eV Å⁻¹
Energy above the lowest of the compared OMol25 structures with the same formula, charge and spin = 4.9 kcal/mol

```
! RIJCOSX wB97M-V def2-TZVPD def2/J DEFGRID3
* xyz 2 2
H -2.92248 -3.98565 -3.44424
N 0.69364 -2.01955 0.62686
C -2.70064 2.14653 -3.30282
N 2.64481 -2.59760 -1.70913
F 2.66690 7.21089 3.81102
F 3.61717 7.68438 1.92414
C 0.63996 -3.03931 2.78638
C -1.72526 1.23239 -2.69106
H 1.42002 -4.26504 -1.73177
C -4.38702 -2.82824 0.02361
C 1.26696 3.42018 0.99721
H -3.81479 -0.21668 1.90162
C 0.83391 2.18515 0.47930
C 1.07033 -3.19700 0.08835
O -1.72191 -0.64869 0.65579
H -0.31558 3.55711 2.45412
H 1.10712 -5.13591 2.85578
C -2.44040 -1.52213 0.11284
H 0.21683 -0.97687 2.33277
C -4.06568 -1.27262 1.92245
C 4.20050 -0.75663 -1.95983
H 4.78364 -0.87985 -1.04510
Cl -2.10810 2.61293 -4.88889
C 2.81848 5.26847 0.94953
C -2.76931 -2.92657 -1.70635
C 2.40629 4.04368 0.46252
F 1.52122 8.13569 2.22701
Cl -2.85452 3.53769 -2.23351
C 0.55321 4.04658 2.03625
N -2.34660 -3.37610 -2.88879
C 0.96592 5.27065 2.51206
H 4.15650 0.29897 -2.20768
H 3.46510 -3.17529 -1.80194
H 0.42504 5.75979 3.31115
H 4.69751 -1.30576 -2.75831
N -3.63263 -1.89171 0.66172
C 1.37790 -3.23354 -1.39010
C 2.09307 5.87885 1.96372
H -5.31606 -3.09348 0.50880
C 1.22142 -4.32787 0.86767
C 2.48822 7.24220 2.48361
H -5.14056 -1.39479 2.01600
C 0.99521 -4.25709 2.23510
C 0.49282 -1.94915 1.95007
C 0.46015 1.08283 0.06605
H -4.62427 -4.09802 -1.65246
H 2.95234 3.55726 -0.33385
N -0.95782 0.51264 -2.24368
H -1.53589 -2.96735 -3.32158
H 1.52055 -5.25764 0.40294
Ru -0.05716 -0.54674 -0.66147
H -3.56480 -1.74519 2.76508
H 0.59148 -2.73620 -1.96062
H 3.69586 5.75327 0.54638
C 2.81377 -1.26600 -1.71980
O 1.88980 -0.46671 -1.51000
N -1.99995 -2.06063 -1.04456
H 0.47719 -2.92184 3.84798
Cl -4.23444 1.27131 -3.42661
C -4.00502 -3.37002 -1.15174
*
```


[2]
Molecular formula: C24H21F2NO2
Method: DFT, wB97M-V/def2-TZVPD

Summary:
HOMO-LUMO gap = 8.7 eV
HOMO level = -8.4 eV
Strongest force on any atom = 1.54 eV Å⁻¹
SMILES = C[C@H](NC(=O)/C(=C/c1ccc(OC(F)F)cc1)c1ccccc1)c1ccccc1
Energy above the lowest of the compared OMol25 structures with the same formula, charge and spin = 0.0 kcal/mol

```
! RIJCOSX wB97M-V def2-TZVPD def2/J DEFGRID3
* xyz 0 1
C 1.35781 -7.08563 -2.17093
H 2.02820 -7.83061 -2.62771
C -1.23153 3.98603 1.00162
H -2.33358 6.69849 -0.68663
H 4.14857 1.53219 -2.73436
C 0.12246 -4.82692 -0.89726
H -1.23334 2.55934 3.52800
H 0.58474 -0.70069 -1.99414
C 3.39195 1.17900 -2.04931
C -2.36060 5.74718 -0.17591
C 1.44843 0.25972 -0.28307
H -2.96831 2.81291 3.77336
H -3.47963 1.53704 1.73287
C -0.05321 -1.46000 0.73402
C -3.59020 3.84619 0.61246
H 2.30775 0.10646 -3.55344
H 2.55107 -2.01397 0.13783
H -4.46895 5.48559 -0.44121
H 4.24431 2.16227 -0.35021
C -0.35111 -3.68527 -0.27505
H -1.93207 0.47399 0.48912
H -0.90091 -1.65413 1.38193
F 0.67741 -7.69369 -1.16410
C 1.86660 -2.78976 -0.16596
H 2.51293 1.35753 1.21092
C 3.44512 1.53172 -0.71150
C -2.42967 3.29567 1.13966
C 0.39144 -0.20099 0.62801
N -1.55677 1.00020 1.26274
C 2.35122 -3.92651 -0.77465
O 2.08452 -6.04466 -1.76818
C 1.47851 -4.94157 -1.14976
C -2.22008 2.14220 3.35814
C 2.36018 0.37587 -2.50866
H -2.28319 1.18150 3.86414
C 1.39270 -0.07971 -1.63461
C -2.47733 1.96576 1.86231
H -0.57340 -5.60496 -1.16696
F 0.40636 -6.75931 -3.08524
C 2.47777 1.08138 0.16850
C -1.19875 5.20301 0.34486
O 0.41941 1.51348 2.28456
C -0.22973 0.87144 1.48556
H 3.40447 -4.05154 -0.96653
C -3.55794 5.06689 -0.03891
H -1.40976 -3.60036 -0.07702
H -0.26160 5.72991 0.24185
H -0.32393 3.57116 1.41051
H -4.52874 3.31888 0.71615
C 0.50039 -2.64271 0.08222
*
```


[3]
Molecular formula: C24H21N2O2
Method: DFT, wB97M-V/def2-TZVPD

Summary:
HOMO-LUMO gap = 6.1 eV
HOMO level = -11.3 eV
Strongest force on any atom = 3.58 eV Å⁻¹
Energy above the lowest of the compared OMol25 structures with the same formula, charge and spin = 70.6 kcal/mol

```
! RIJCOSX wB97M-V def2-TZVPD def2/J DEFGRID3
* xyz 1 1
H 2.33349 -2.87300 -1.99500
C 1.23034 0.87209 -2.14015
H -1.25605 1.23958 -1.14831
C 0.15848 0.19876 1.84820
H -1.11406 -2.14981 -2.92902
C 1.97235 0.41374 3.53383
C 0.78535 0.92262 2.99133
C -3.23730 -2.42940 -3.08893
C -1.14671 0.68792 1.40841
H -5.39388 -2.37054 -3.27189
C 1.90684 2.08247 5.28886
C 4.68544 -2.44254 -2.71776
H 0.20563 3.42953 5.23673
C 2.92509 -0.82439 -2.47209
O 4.21411 -1.07985 -2.81351
C 0.28527 -0.12199 -1.74895
H 3.43374 0.55200 5.10941
N -2.93207 -0.95854 0.84349
H 0.90384 1.91310 -2.17162
C 2.49808 0.52821 -2.53811
C -1.53286 2.09037 1.69210
O 0.70696 -0.78563 1.32684
H 0.08871 -2.21603 -1.21475
H -2.60260 2.23646 1.49222
H 3.20670 1.26823 -2.90475
N -2.05630 -0.25608 1.10502
C -4.50108 -1.84673 -2.93546
C -1.07214 0.22312 -1.50012
C 2.02261 -1.82388 -2.02575
C -1.20164 2.48312 3.14762
H 4.55392 -2.83785 -1.70013
C -2.18482 -0.49737 -2.00429
C 2.52515 0.97584 4.68242
C -4.60945 -0.58247 -2.33600
H -0.96472 2.74738 1.00991
C -2.09382 -1.73676 -2.70434
H 2.43704 -0.44349 3.04684
H -1.29092 3.56906 3.27665
C 0.71620 2.58510 4.76546
H -5.58183 -0.09971 -2.25183
H -1.96878 2.03790 3.80490
H 5.74505 -2.37161 -2.96381
H -3.14662 -3.41544 -3.54544
C 0.75329 -1.45798 -1.63033
H 4.16453 -3.09094 -3.43771
C 0.14137 2.00874 3.62562
H 2.34302 2.54177 6.17625
C -3.48814 0.06622 -1.85532
H -3.56683 1.03869 -1.36672
*
```


[4]
Molecular formula: C24H21N3O4
Method: DFT, wB97M-V/def2-TZVPD

Summary:
HOMO-LUMO gap = 8.7 eV
HOMO level = -8.1 eV
Strongest force on any atom = 0.91 eV Å⁻¹
SMILES = COc1ccccc1NC(=O)COC(=O)c1ccc2c(c1)nc(C)n2-c1ccccc1
Energy above the lowest of the compared OMol25 structures with the same formula, charge and spin = 0.0 kcal/mol

```
! RIJCOSX wB97M-V def2-TZVPD def2/J DEFGRID3
* xyz 0 1
H -7.33571 0.93295 -4.96889
H -6.98169 2.81770 -1.15311
H 1.36126 -3.10339 2.14994
H -4.02072 -0.09918 -0.47058
C 1.68408 -1.16939 3.13708
C 6.49467 -0.46474 3.52917
C 0.35555 -1.25250 0.58826
H 6.41204 -4.00033 1.88906
C 4.09139 -0.64478 3.39619
C -2.58902 2.04703 -5.21152
C -6.73226 1.23608 -4.12647
C -6.53433 2.29121 -1.98274
C -2.97889 -0.10467 -0.75418
H 7.20614 -2.42795 1.62880
C -5.18158 2.00645 -1.96186
N 3.00286 -1.44008 3.02210
O 1.20391 -0.16610 3.61380
O 1.54456 -1.27000 0.36833
H -2.29793 -1.08221 1.01262
C 5.37124 -1.19427 3.18103
H 3.28525 -2.27456 2.52549
C -2.55400 0.43862 -1.95786
C -4.60079 1.32860 -3.02919
H -3.40965 2.74765 -5.06961
H -4.56687 2.31413 -1.12921
C -0.66275 -0.67391 -0.30780
H -1.70231 2.57652 -5.54816
C 6.35882 0.79735 4.09020
N -3.22621 1.03685 -2.99735
C -0.23675 -0.14511 -1.52062
H 7.48285 -0.86676 3.37096
H 0.80561 -0.17297 -1.79256
C -1.19349 0.41086 -2.35323
H -8.36660 2.13580 -3.07811
C 3.97175 0.61582 3.95809
C 5.10534 1.33394 4.30412
C 0.77819 -2.30585 2.62275
C -2.26886 1.34674 -3.94458
O 5.38998 -2.45230 2.63088
C -2.01742 -0.65624 0.06315
H -4.93197 0.39756 -4.92976
N -1.07260 0.99382 -3.58904
C -7.31131 1.90964 -3.06410
H 7.24479 1.35355 4.35678
C -5.38122 0.94031 -4.11235
H 5.00108 2.31558 4.73955
O -0.17228 -1.79363 1.70366
C 6.63644 -3.03441 2.33939
H 2.98928 1.02675 4.11626
H 7.22939 -3.18813 3.24672
H -2.86975 1.33305 -5.98544
H 0.19049 -2.70109 3.45390
*
```


[5]
Molecular formula: C24H21N3S2
Method: DFT, wB97M-V/def2-TZVPD

Summary:
HOMO-LUMO gap = 6.9 eV
HOMO level = -8.1 eV
Strongest force on any atom = 7.51 eV Å⁻¹
SMILES = S=C(SCCCc1cccc2nccnc12)N(c1ccccc1)c1ccccc1
Energy above the lowest of the compared OMol25 structures with the same formula, charge and spin = 675.0 kcal/mol

```
! RIJCOSX wB97M-V def2-TZVPD def2/J DEFGRID3
* xyz 0 1
H 2.98452 2.47253 4.09814
C -2.05899 0.27619 0.40300
C -3.40371 -1.65029 -0.49422
C -1.52435 -2.07707 1.13431
H -2.21330 2.75544 -1.34618
C -5.56060 -2.74361 -2.84583
H 5.11185 1.20337 -3.42758
C -2.85787 -1.98292 -2.00398
H -5.46980 -1.64667 0.87831
C 0.64413 -2.46828 3.06419
C 4.62530 1.39596 0.66953
H -0.89197 4.61018 -0.54284
C -6.11231 -2.40512 -1.32326
C 4.91130 1.31886 -2.27131
H 0.26659 -5.49606 0.62725
N -2.59251 -1.11491 0.66460
H 1.16887 3.83991 2.35403
C -3.93612 -2.53990 -3.14265
N 3.75902 2.16920 -1.81809
H 1.54744 5.00518 -0.67483
H 1.30685 -2.11220 3.98629
C 4.33191 1.53495 2.30663
H -0.79700 -0.52390 2.94526
H -7.25673 -2.49369 -0.99890
N 5.79284 0.53838 0.27139
C 2.06957 3.19486 1.92617
C 0.06802 -4.45164 1.14774
C -0.29858 3.58124 -0.42237
H 5.05914 0.99550 3.06655
C 2.32589 3.06108 0.28447
H -0.43684 3.27167 0.70428
H 1.49998 3.54611 -1.88323
H -1.72238 -1.82565 -2.27521
C 3.09529 2.40885 2.93485
S -2.64058 1.53326 1.40486
C 5.87300 0.51883 -1.22993
C 1.28393 3.84573 -0.76174
H -3.59492 -2.82342 -4.24940
S -0.84241 0.71798 -0.95910
C 3.60647 2.18313 -0.32356
H -1.82752 -3.99450 -0.36819
H 1.89420 -4.64219 2.80347
C 1.01227 -3.94444 2.40328
C -0.59167 -1.56956 2.42118
C -1.19355 -3.55745 0.51295
H 6.74723 -0.13958 -1.70679
C -1.04913 2.52235 -1.44433
H -0.79096 2.69821 -2.58305
C -5.03000 -1.87805 -0.20399
H -6.29181 -3.11787 -3.71216
*
```


[6]
Molecular formula: C24H21N4O4SSbSe4V
Method: DFT, wB97M-V/def2-TZVPD

Summary:
HOMO-LUMO gap (spin up / spin down) = 5.2 / 5.0 eV
HOMO level (spin up / spin down) = -7.4 / -7.4 eV
<S²> = 0.83
Strongest force on any atom = 2.55 eV Å⁻¹
Energy above the lowest of the compared OMol25 structures with the same formula, charge and spin = 24.8 kcal/mol

```
! RIJCOSX wB97M-V def2-TZVPD def2/J DEFGRID3
* xyz 0 2
C -2.20685 -1.80978 0.66205
O -6.61016 3.38413 -0.04971
H -1.40362 -1.01690 -4.47375
H 0.23357 2.31544 -2.73216
C -3.48728 -1.97559 1.18508
H -3.73708 -2.89299 1.70406
H -0.46830 -4.24171 -2.69117
H -1.26007 3.69881 6.33707
C -4.04705 0.20868 0.38146
N -5.68464 3.36000 -0.82396
C -0.45846 2.58968 3.22150
C 0.71978 3.30150 5.64404
H -1.43478 -2.55075 0.78061
H -1.09739 -4.13915 -4.34671
H -0.75429 -2.09563 -5.71856
H -1.83376 -3.17240 -3.05863
O 2.63106 3.92839 7.02344
H 2.11462 -2.21535 -4.53268
H 0.22401 -0.74290 -5.12403
C -2.76606 0.27961 -0.14910
N -1.12695 1.41923 -1.50717
C -4.39382 -0.95170 1.07322
C -1.59907 3.46958 -2.58862
C -0.76194 2.39080 -2.33048
H -1.25051 4.27240 -3.22459
C 0.31989 -1.64408 -2.51535
C 0.91274 2.52391 3.36133
H -5.38587 -1.03838 1.50709
C -4.60013 2.34596 -0.58873
H -3.47288 4.38879 -2.19060
C -0.49816 -1.50816 -4.83374
C 1.49351 2.87253 4.57618
C 0.08654 -2.43476 -3.76677
Se 4.39769 0.81455 2.58658
C 1.43687 -3.01343 -4.22146
C -4.95484 1.29804 0.15762
H 1.54609 2.24514 2.53988
C -3.29512 2.47813 -1.20721
O 0.63125 3.90161 7.94744
H -5.95821 1.25847 0.56056
H -2.32611 3.06034 4.18217
Se 0.57195 -0.52190 1.80175
N 0.52942 -1.09866 -1.52607
C -2.38293 1.43861 -0.97153
Sb 2.99110 -0.10602 0.91196
H 3.03116 3.74136 6.16741
H 2.57003 2.74858 4.64451
V -0.44783 0.74383 0.29267
C -0.66235 3.37095 5.49481
H 1.27817 -3.69158 -5.06600
C -2.83863 3.53541 -2.00868
C 1.29212 3.71950 6.96570
C -1.25103 3.01596 4.29537
H 1.91534 -3.56025 -3.40915
Se 1.50062 1.71805 -0.19833
S -1.31831 2.17787 1.73901
Se 3.73544 -1.76416 -0.61516
C -0.89108 -3.56813 -3.43855
N -1.84625 -0.69998 0.02959
O -5.57384 4.07707 -1.79769
*
```